ORCA calculation (ωB97M-V/def2-TZVPD) on a structure of composition C51H49FeN7O5S2.

Properties
Net charge: -1
Max |F|: 0.54 eV/A
Kohn-Sham gap (spin up / spin down): 6.89 / 6.92 eV
Spin multiplicity: 2

Geometry (Å):
Fe1 -0.0327 0.4495 0.8657
C1 -2.8092 6.0118 0.1070
C2 -1.6442 5.4054 -0.6586
C3 -1.0971 6.3563 -1.7085
O1 -2.0378 4.2039 -1.3072
C4 -1.3740 3.0765 -0.7403
C5 -0.4944 3.6559 0.3635
O2 -0.6064 5.0669 0.2452
C6 0.9672 3.1843 0.2195
O3 0.9437 1.8146 -0.0194
C7 1.6095 3.8423 -1.0083
C8 2.0979 5.1474 -0.9679
C9 2.6768 5.7214 -2.0885
C10 2.7779 4.9995 -3.2735
C11 2.2966 3.7004 -3.3237
C12 1.7174 3.1274 -2.1967
C13 1.8001 3.5183 1.4695
C14 3.1473 3.1558 1.4774
C15 3.9389 3.3600 2.5930
C16 3.3985 3.9459 3.7326
C17 2.0685 4.3272 3.7310
C18 1.2763 4.1179 2.6063
C19 -2.3596 1.9927 -0.2215
O4 -1.7256 1.1433 0.6814
C20 -3.5121 2.6665 0.5395
C21 -4.6113 3.2050 -0.1244
C22 -5.6231 3.8403 0.5787
C23 -5.5500 3.9524 1.9612
C24 -4.4642 3.4074 2.6310
C25 -3.4552 2.7606 1.9267
C26 -2.9513 1.1932 -1.3863
C27 -3.5978 -0.0037 -1.0892
C28 -4.1446 -0.7827 -2.0935
C29 -4.0554 -0.3763 -3.4198
C30 -3.4297 0.8223 -3.7231
C31 -2.8866 1.6071 -2.7108
H1 -3.6586 6.1612 -0.5604
H2 -2.5070 6.9747 0.5228
H3 -3.1130 5.3538 0.9196
H4 -1.8919 6.6341 -2.4024
H5 -0.2926 5.8688 -2.2577
H6 -0.7099 7.2579 -1.2317
H7 -0.7592 2.6094 -1.5111
H8 -0.8625 3.3234 1.3366
H9 2.0220 5.7126 -0.0481
H10 3.0510 6.7370 -2.0381
H11 3.2336 5.4466 -4.1487
H12 2.3764 3.1229 -4.2392
H13 1.3397 2.1106 -2.2252
H14 3.5730 2.7007 0.5929
H15 4.9811 3.0628 2.5770
H16 4.0121 4.1024 4.6113
H17 1.6328 4.7843 4.6111
H18 0.2420 4.4331 2.6321
H19 -4.6725 3.1300 -1.2025
H20 -6.4704 4.2539 0.0444
H21 -6.3386 4.4524 2.5110
H22 -4.3998 3.4776 3.7105
H23 -2.6179 2.3121 2.4473
H24 -3.6387 -0.3254 -0.0554
H25 -4.6280 -1.7201 -1.8452
H26 -4.4704 -0.9910 -4.2093
H27 -3.3590 1.1522 -4.7531
H28 -2.4095 2.5458 -2.9646
S1 -0.1184 1.1040 3.2280
C32 -1.0122 -0.3689 3.1630
C33 -1.7779 -0.9670 4.1774
C34 -2.4837 -2.1108 3.8835
C35 -2.4400 -2.6563 2.5964
C36 -1.6620 -2.0273 1.6490
N1 -0.9562 -0.9375 1.9464
H29 -1.8164 -0.5025 5.1530
H30 -3.0895 -2.5816 4.6491
H31 -2.9966 -3.5463 2.3402
H32 -1.5668 -2.3788 0.6300
S2 -0.3025 -0.5691 -1.2639
C37 1.0452 -1.5732 -1.7324
N2 1.6804 -1.4500 -2.8501
N3 1.2777 -0.4375 -3.6332
C38 1.9755 -0.0944 -4.7706
C39 1.5348 1.0019 -5.5208
C40 2.2098 1.3788 -6.6675
C41 3.3307 0.6766 -7.0954
C42 3.7625 -0.4126 -6.3499
C43 3.1014 -0.8036 -5.1964
N4 1.5654 -2.6571 -0.9669
N5 0.9047 -2.9160 0.0497
C44 1.4572 -3.9538 0.8560
C45 1.0250 -3.9794 2.1769
C46 1.5191 -4.9438 3.0437
C47 2.4249 -5.8914 2.5860
C48 2.8398 -5.8705 1.2585
C49 2.3627 -4.9021 0.3903
H33 0.5249 0.1497 -3.2790
H34 0.6593 1.5509 -5.1917
H35 1.8553 2.2322 -7.2327
H36 3.8572 0.9745 -7.9926
H37 4.6344 -0.9712 -6.6692
H38 3.4373 -1.6498 -4.6151
H39 0.3232 -3.2232 2.5040
H40 1.1905 -4.9577 4.0755
H41 2.8027 -6.6511 3.2591
H42 3.5406 -6.6150 0.9006
H43 2.6793 -4.8617 -0.6430
C50 4.0384 -0.1333 -1.4122
N6 2.9886 0.1209 -0.4578
C51 2.7916 -0.5662 0.6677
N7 3.7224 -1.5110 1.0138
O5 1.7952 -0.3970 1.4037
H44 3.9114 0.5535 -2.2475
H45 3.9894 -1.1552 -1.8004
H46 5.0335 0.0474 -0.9883
H47 2.2454 0.8268 -0.6164
H48 4.6624 -1.4173 0.6713
H49 3.6107 -1.8794 1.9442

Results of the Mulliken charge analysis, in e, for atoms 1 through 99:
1 Fe -0.182
2 C -1.757
3 C 1.454
4 C -1.725
5 O -0.316
6 C -0.610
7 C -0.693
8 O -0.363
9 C 1.309
10 O 0.693
11 C 0.191
12 C 0.106
13 C -0.919
14 C -0.765
15 C -0.797
16 C 0.271
17 C -0.136
18 C 0.103
19 C -1.012
20 C -0.612
21 C -0.939
22 C -0.124
23 C 1.047
24 O 0.982
25 C 0.141
26 C -0.019
27 C -0.844
28 C -0.711
29 C -0.860
30 C 0.010
31 C -0.734
32 C 0.176
33 C -0.730
34 C -0.699
35 C -0.960
36 C 0.373
37 H 0.307
38 H 0.449
39 H 0.337
40 H 0.390
41 H 0.361
42 H 0.323
43 H 0.290
44 H 0.548
45 H 0.461
46 H 0.408
47 H 0.390
48 H 0.424
49 H -0.124
50 H 0.354
51 H 0.416
52 H 0.376
53 H 0.439
54 H 0.368
55 H 0.410
56 H 0.420
57 H 0.367
58 H 0.439
59 H -0.192
60 H 0.423
61 H 0.409
62 H 0.373
63 H 0.457
64 H 0.496
65 S -0.690
66 C 0.649
67 C -1.045
68 C -0.395
69 C -1.181
70 C -0.660
71 N 1.712
72 H 0.482
73 H 0.421
74 H 0.499
75 H 0.493
76 S -0.303
77 C -0.565
78 N -0.584
79 N 0.471
80 C 0.627
81 C -0.393
82 C -0.416
83 C -0.617
84 C -0.521
85 C -0.495
86 N -0.277
87 N 0.387
88 C 0.032
89 C 0.235
90 C -0.914
91 C -0.417
92 C -0.611
93 C -0.409
94 H -0.507
95 H 0.525
96 H 0.365
97 H 0.373
98 H 0.362
99 H 0.412



ORCA calculation (ωB97M-V/def2-TZVPD) on a structure of composition C51H50BrCl2IN8O3ReS2.

Properties
Net charge: +2
Max |F|: 4.48 eV/A
Kohn-Sham gap (spin up / spin down): 4.72 / 5.01 eV
Spin multiplicity: 2

Geometry (Å):
Re1 0.3174 1.9982 1.3882
Br1 -3.2012 -2.7371 6.0922
C1 -2.2817 -1.3195 5.2271
C2 -1.2480 -1.6128 4.3457
C3 -0.5639 -0.5857 3.7324
C4 -0.8948 0.7388 4.0165
C5 -1.9512 1.0257 4.8829
C6 -2.6489 -0.0037 5.4809
N1 -0.1536 1.7795 3.4394
C7 0.2906 2.7146 4.2208
C8 0.9554 3.8372 3.6290
C9 1.3151 4.9815 4.3459
C10 1.7531 6.0955 3.6593
C11 1.7912 6.0408 2.2708
C12 1.4883 4.8528 1.6334
N2 1.1189 3.7533 2.2859
H1 -0.9950 -2.6430 4.1542
H2 0.2649 -0.7777 3.0719
H3 -2.2341 2.0544 5.0595
H4 -3.4769 0.2080 6.1388
H5 0.1334 2.6689 5.2940
H6 1.2196 4.9871 5.4192
H7 2.0330 6.9931 4.1864
H8 2.0546 6.9095 1.6910
H9 1.5177 4.7925 0.5562
Cl1 -1.3073 3.5617 0.8715
S1 3.3088 1.7196 2.8233
C13 3.5913 0.1058 3.1152
N3 4.8367 -0.4008 2.8059
C14 5.1058 -1.7136 2.8869
C15 4.1491 -2.5681 3.3588
C16 2.9439 -1.9768 3.7917
N4 2.6778 -0.7093 3.6523
H10 5.5478 0.2634 2.5203
H11 6.0877 -2.0417 2.5796
H12 4.3224 -3.6258 3.4320
H13 2.1840 -2.5664 4.2851
C17 -1.5559 -4.0149 -0.0964
C18 -2.5969 -4.0019 -1.2278
C19 -1.8211 -3.8361 -2.5431
C20 -3.2737 -5.3793 -1.2473
C21 -3.6496 -2.8594 -0.9454
O1 -3.7987 -2.7010 0.4552
C22 -5.0596 -3.1072 -1.5389
C23 -5.2395 -2.9958 -3.0633
C24 -5.3759 -1.5950 -3.5888
C25 -6.4718 -0.8027 -3.2377
C26 -6.6194 0.4743 -3.7408
C27 -5.6596 0.9861 -4.6114
Cl2 -5.8229 2.5787 -5.2369
C28 -4.5600 0.2133 -4.9745
C29 -4.4323 -1.0644 -4.4688
C30 -3.1777 -1.4622 -1.4483
N5 -2.5826 -0.6412 -0.4355
C31 -1.3080 -0.3205 -0.2374
N6 -1.2337 0.5850 0.7338
C32 -2.5299 0.7689 1.1042
N7 -3.3501 0.0443 0.4036
H14 -0.7645 -4.7157 -0.3497
H15 -2.0001 -4.3274 0.8441
H16 -1.1136 -3.0319 0.0449
H17 -1.3210 -4.7763 -2.7609
H18 -1.0457 -3.0768 -2.4593
H19 -2.4548 -3.6021 -3.3928
H20 -2.5079 -6.1504 -1.2509
H21 -3.8842 -5.5164 -2.1359
H22 -3.8850 -5.5393 -0.3621
H23 -4.3706 -3.3927 0.8009
H24 -5.7233 -2.3845 -1.0575
H25 -5.3884 -4.0989 -1.2349
H26 -6.1640 -3.5244 -3.3094
H27 -4.4329 -3.5059 -3.5861
H28 -7.2273 -1.1964 -2.5741
H29 -7.4738 1.0750 -3.4712
H30 -3.8190 0.6146 -5.6480
H31 -3.5866 -1.6670 -4.7650
H32 -4.0641 -0.9106 -1.7629
H33 -2.4908 -1.5526 -2.2856
H34 -0.4800 -0.7349 -0.7776
H35 -2.8533 1.4479 1.8692
N8 1.3094 2.4072 -0.3966
S2 2.9460 2.3409 -0.5872
C33 3.3723 4.0836 -0.8842
C34 4.2363 4.6487 0.0418
C35 4.6661 5.9513 -0.1373
C36 4.2398 6.6730 -1.2413
C37 3.3660 6.1051 -2.1557
C38 2.9277 4.8044 -1.9790
C39 3.1654 1.8260 -2.3053
C40 2.1595 1.1618 -2.9804
C41 2.3726 0.7671 -4.2915
C42 3.5837 1.0334 -4.9094
C43 4.5895 1.6891 -4.2165
C44 4.3861 2.0838 -2.9051
H36 0.8662 2.9615 -1.1257
H37 4.5605 4.0599 0.8871
H38 5.3337 6.3950 0.5824
H39 4.5941 7.6787 -1.3955
H40 3.0311 6.6632 -3.0148
H41 2.2703 4.3479 -2.7047
H42 1.2213 0.9658 -2.4838
H43 1.5921 0.2500 -4.8291
H44 3.7411 0.7390 -5.9352
H45 5.5338 1.8939 -4.6949
H46 5.1595 2.6044 -2.3621
I1 2.6973 -6.8415 -0.2238
C45 2.4759 -4.7541 0.0415
C46 1.6794 -4.2684 1.0705
C47 1.5128 -2.9033 1.2197
C48 2.1652 -2.0234 0.3630
C49 2.9649 -2.5246 -0.6615
C50 3.1152 -3.8843 -0.8312
C51 2.0505 -0.5358 0.4702
O2 2.7481 0.1290 -0.3091
O3 1.2587 -0.0636 1.3357
H47 1.1828 -4.9570 1.7381
H48 0.8782 -2.5160 2.0001
H49 3.4459 -1.8226 -1.3255
H50 3.7186 -4.2712 -1.6372

Results of the Mulliken charge analysis, in e, for atoms 1 through 99:
1 Re 0.938
2 Br -0.143
3 C -0.292
4 C -1.032
5 C 0.905
6 C -1.226
7 C -0.018
8 C -0.770
9 N 0.153
10 C -0.065
11 C 0.311
12 C -1.034
13 C -0.577
14 C -0.958
15 C -0.550
16 N 0.832
17 H 0.621
18 H -0.031
19 H 0.639
20 H 0.480
21 H 0.772
22 H 0.561
23 H 0.483
24 H 0.552
25 H 0.960
26 Cl -0.348
27 S -0.195
28 C 0.006
29 N 0.093
30 C -0.373
31 C -0.850
32 C 0.032
33 N -0.143
34 H 0.298
35 H 0.450
36 H 0.503
37 H 0.575
38 C -1.851
39 C 2.287
40 C -1.612
41 C -2.085
42 C 1.700
43 O -0.694
44 C -1.937
45 C -0.991
46 C -0.212
47 C 0.069
48 C -0.884
49 C 0.428
50 Cl -0.206
51 C -1.122
52 C 0.204
53 C -1.808
54 N 1.391
55 C -0.864
56 N -0.184
57 C -0.556
58 N -1.142
59 H 0.650
60 H 0.372
61 H -0.075
62 H 0.534
63 H 0.289
64 H 0.192
65 H 0.557
66 H 0.385
67 H 0.378
68 H 0.572
69 H 0.621
70 H 0.641
71 H 0.383
72 H 0.481
73 H 0.430
74 H 0.432
75 H 0.438
76 H 0.513
77 H 0.129
78 H 0.517
79 H 1.035
80 H 0.544
81 N -0.815
82 S 1.086
83 C -0.059
84 C -0.030
85 C -0.771
86 C -0.539
87 C -0.843
88 C 0.132
89 C 0.285
90 C -0.264
91 C -0.698
92 C -0.648
93 C -0.726
94 C -0.539
95 H 0.463
96 H 0.430
97 H 0.494
98 H 0.448
99 H 0.466